1.
C12H28N4O4Tl | wB97M-V/def2-TZVPD

ORCA input file:
```
! wB97M-V def2-TZVPD RIJCOSX def2/J DEFGRID3
* xyz 2 2
Tl 1.1144 -1.0565 1.7077
C -1.4492 2.6255 4.4233
C -1.2551 1.1964 4.0561
O -0.2064 0.8969 3.4376
N -2.1813 0.3337 4.2647
C -3.5214 0.4277 4.7669
H -1.9844 3.2038 3.6702
H -0.5278 3.1953 4.5435
H -2.0593 2.7073 5.3229
H -1.9773 -0.5775 3.8797
H -4.2207 -0.2214 4.2399
H -3.8866 1.4447 4.6241
H -3.5545 0.2641 5.8440
C -1.7197 -3.3898 -1.5632
C -0.3936 -3.7994 -1.0257
O 0.1197 -3.1801 -0.0882
N 0.1064 -4.8934 -1.6185
C 1.4424 -5.4534 -1.2872
H -1.9976 -3.7665 -2.5476
H -1.8162 -2.3092 -1.6679
H -2.4861 -3.7601 -0.8822
H -0.4021 -5.2411 -2.4188
H 2.1829 -4.9902 -1.9393
H 1.5172 -6.5399 -1.3329
H 1.7188 -5.1776 -0.2696
C 0.4882 3.9118 1.3514
C 1.3006 2.9667 0.5146
O 1.1942 1.7464 0.6540
N 2.1880 3.4660 -0.2865
C 3.1634 2.6836 -1.1096
H -0.5277 3.6271 1.6250
H 0.3961 4.8725 0.8446
H 0.9957 4.2378 2.2593
H 2.2103 4.4706 -0.3887
H 2.6216 2.1394 -1.8831
H 3.6456 2.0002 -0.4106
H 3.9698 3.3446 -1.4272
C -0.9354 0.2780 -2.8908
C 0.2779 -0.3722 -2.3062
O 0.3660 -0.6295 -1.0720
N 1.3879 -0.5487 -3.0774
C 1.5567 -0.2083 -4.4321
H -1.4907 0.7840 -2.1010
H -1.6103 -0.5464 -3.1209
H -0.8276 0.9468 -3.7447
H 2.2549 -0.8182 -2.6350
H 0.6813 -0.3430 -5.0673
H 2.3006 -0.7948 -4.9713
H 1.8304 0.8464 -4.4634
*
```

Results
frontier orbital gap (alpha / beta): 9.14 / 3.31 eV
E_HOMO (alpha / beta): -14.49 / -14.48 eV
lowest unoccupied orbital energy (alpha / beta): -5.351 / -11.164 eV

2.
C12H28N5O2Si2 | wB97M-V/def2-TZVPD

ORCA input file:
```
! wB97M-V def2-TZVPD RIJCOSX def2/J DEFGRID3
* xyz 1 1
C 5.8283 -1.3386 3.7005
C 4.4579 -0.8911 3.0489
C 4.1586 -1.6049 1.7008
N 3.0136 -0.9713 0.9459
N 2.0478 -0.5343 1.8310
N 1.8120 0.7576 2.1504
C 0.8427 0.7546 3.0363
N 0.4111 -0.5612 3.2969
C 1.1976 -1.3151 2.5111
O 1.2568 -2.6593 2.2909
C 0.5317 -3.3447 3.2084
N 0.1787 -4.0451 4.0484
H 5.5970 -1.8980 4.6297
H 6.3626 -0.4193 4.0041
H 6.4106 -1.9596 2.9939
H 4.4933 0.2014 2.8465
H 3.6709 -1.0504 3.8236
H 5.0638 -1.5413 1.0694
H 3.9002 -2.6677 1.9132
H 2.6115 -1.6359 0.2843
H 0.4457 1.6657 3.5079
H -0.3103 -0.9113 3.9242
O -2.8742 0.3368 -2.0126
Si -1.5010 0.3673 -1.0991
C -1.3603 2.0083 -0.1999
C 0.0082 0.1464 -2.1912
C -1.4816 -0.9954 0.1896
Si -3.5301 1.2064 -3.2761
C -5.1936 0.5407 -3.8013
C -2.3837 1.1393 -4.7586
C -3.7536 2.9982 -2.7687
H -1.2064 2.8258 -0.9055
H -0.5148 1.9959 0.4937
H -2.2704 2.2127 0.3693
H -0.0873 -0.7527 -2.8025
H 0.9129 0.0559 -1.5824
H 0.1340 1.0022 -2.8561
H -1.5297 -1.9803 -0.2798
H -2.3250 -0.8991 0.8783
H -0.5588 -0.9417 0.7732
H -5.1175 -0.4953 -4.1394
H -5.5864 1.1374 -4.6271
H -5.9127 0.5832 -2.9803
H -1.4453 1.6587 -4.5519
H -2.8506 1.6142 -5.6236
H -2.1518 0.1035 -5.0182
H -2.7883 3.4811 -2.6004
H -4.3365 3.0671 -1.8469
H -4.2778 3.5530 -3.5491
*
```

Results
frontier orbital gap: 8.54 eV
E_HOMO: -12.15 eV
lowest unoccupied orbital energy: -3.606 eV

3.
C12H28NO15S3 | wB97M-V/def2-TZVPD

ORCA input file:
```
! wB97M-V def2-TZVPD RIJCOSX def2/J DEFGRID3
* xyz -1 1
N 1.5652 -1.0393 -0.0190
O 1.6229 0.0530 -0.7006
O 2.6336 -1.5053 0.3154
O 0.5200 -1.5904 0.4081
O 0.8868 -4.8381 3.3114
S -0.1330 -5.8483 3.2150
O -1.3609 -5.5546 3.9895
O -0.6236 -5.8914 1.6238
C -0.5883 -4.6968 0.8712
C -1.0985 -5.0080 -0.5699
C 0.3190 -7.3658 3.6251
H 0.4554 -4.1725 0.8904
H -1.2530 -4.0112 1.2725
H -1.2871 -3.8818 -1.1185
H -1.9166 -5.8653 -0.6316
H -0.3944 -5.2758 -1.3396
H -0.6079 -8.0037 3.5854
H 0.8582 -7.4480 4.4242
H 1.0597 -7.5335 2.8958
O -4.6299 -0.6405 3.5680
S -3.5717 -0.5076 2.6224
O -3.8276 0.1642 1.4108
O -2.4660 0.4355 3.4326
C -2.6283 1.8782 3.4370
C -1.6813 2.3902 4.4478
C -2.7201 -2.0657 2.3436
H -3.5878 1.8945 3.4875
H -2.2767 2.2553 2.4613
H -1.8188 3.2879 4.5183
H -0.6401 2.0044 4.0782
H -2.0673 2.0731 5.5801
H -3.4094 -2.6612 1.9922
H -2.2050 -2.3500 3.3287
H -1.8404 -1.9162 1.6517
O 2.2632 3.5450 -3.5462
S 1.6263 2.5247 -4.3518
O 0.2637 2.0711 -4.0462
O 1.5404 3.2257 -5.9140
C 0.8532 4.4010 -5.9962
C 0.9264 4.9765 -7.3637
C 2.6026 1.0698 -4.3582
H 0.9865 5.1501 -5.3158
H -0.0345 4.1476 -5.6503
H 1.8272 5.4801 -7.5695
H 0.2113 5.7146 -7.7008
H 0.8794 4.2139 -8.0869
H 2.5039 0.5792 -3.3699
H 3.6969 1.4689 -4.4359
H 2.0624 0.4679 -5.2239
C 1.9069 3.0792 -0.0440
C 1.1137 2.6598 1.1725
O 1.3554 3.7204 2.1121
C 1.9793 4.7272 1.5637
O 2.2790 5.8258 2.0781
O 2.2875 4.4283 0.2722
H 1.5258 3.0106 -1.1306
H 2.7449 2.5965 0.0252
H 1.3278 1.7536 1.4597
H -0.0161 2.3973 1.0116
*
```

Results
ΔE to the lowest compared entry with this formula, charge and spin: 16.7 kJ/mol
frontier orbital gap: 7.38 eV
E_HOMO: -5.41 eV
lowest unoccupied orbital energy: 1.972 eV

| no. | F_max (Eh/bohr) |
| --- | --- |
| 1 | 0.0782 |
| 2 | 0.0473 |
| 3 | 0.2118 |